Formula: C33H29AsCoGeN2S
Source: the OMol25 dataset
Level of theory: the ωB97M-V functional and the def2-TZVPD basis

Its spin multiplicity is 2. Its total charge is +2. The HOMO energy (alpha / beta) comes out at -14.41 / -14.32 eV. The energy relative to the best compared isomer or geometry (same formula, charge and spin) comes out at 87.6 kJ/mol.

```
68
Properties=species:S:1:pos:R:3:lowdin_charge:R:1
As -1.164 -0.046 -1.298 1.3654
Ge -0.104 -0.600 2.514 0.9020
Co 0.651 -0.965 -0.079 0.1243
S -0.709 -2.311 0.801 0.7547
N 4.714 -1.498 -0.164 0.1069
N 2.629 -0.895 -0.355 -0.0411
C 2.723 -3.094 4.320 -0.0560
C -1.539 1.800 -1.553 -0.3526
C 3.422 0.018 -1.037 -0.1121
C 1.532 -1.347 3.171 -0.3764
C 0.713 3.309 1.201 -0.0604
C -0.817 -2.565 -4.601 -0.0451
C 0.949 -0.926 -4.753 -0.0525
C -3.997 -0.620 -0.861 -0.0593
C -3.410 -2.662 0.944 -0.0765
C -2.389 -1.932 0.364 -0.6032
C -0.141 4.057 2.003 -0.0537
C -2.094 2.504 -0.486 -0.1137
C -2.681 -0.933 -0.553 -0.3867
C -2.463 3.826 -0.668 -0.0542
C -1.012 2.038 2.986 -0.1085
C 0.294 -2.047 -5.255 -0.0403
C 1.541 -2.599 3.788 -0.1071
C -2.272 4.437 -1.902 -0.0358
C 0.715 1.927 1.295 -0.1466
C 4.720 -0.350 -0.921 -0.0409
C -0.998 3.425 2.897 -0.0516
C -0.151 1.287 2.185 -0.3664
C -1.354 2.400 -2.798 -0.0806
C -5.026 -1.351 -0.279 -0.0359
C -4.733 -2.371 0.611 -0.0275
C -1.722 3.726 -2.964 -0.0457
C 3.889 -2.337 4.248 -0.0531
C -1.284 -1.966 -3.440 -0.0785
C -0.636 -0.839 -2.952 -0.3740
C 3.454 -1.797 0.160 -0.1537
C 2.702 -0.589 3.098 -0.1245
C 0.490 -0.319 -3.596 -0.1320
C 3.879 -1.086 3.644 -0.0709
H 3.009 0.857 -1.568 0.1083
H -0.131 5.137 1.937 0.1209
H 4.804 -2.719 4.681 0.1168
H 2.695 0.395 2.642 0.0981
H -1.652 4.009 3.531 0.1200
H -0.955 1.844 -3.633 0.0963
H -6.054 -1.123 -0.523 0.1235
H -2.564 5.469 -2.040 0.1204
H 4.781 -0.489 3.614 0.1144
H 1.419 1.355 0.693 0.0683
H 0.633 -3.186 3.861 0.1063
H 1.385 3.807 0.514 0.1186
H -1.370 -1.077 3.227 0.0101
H -2.901 4.378 0.152 0.1183
H -4.222 0.181 -1.554 0.1219
H 5.622 0.089 -1.308 0.1325
H -3.181 -3.445 1.656 0.1193
H -2.151 -2.370 -2.931 0.1096
H 0.652 -2.517 -6.161 0.1200
H -5.536 -2.938 1.063 0.1248
H -1.682 1.551 3.683 0.1054
H 3.173 -2.645 0.764 0.1450
H -2.242 2.026 0.475 0.0989
H -1.323 -3.435 -4.999 0.1200
H 5.526 -2.032 0.106 0.1765
H -1.593 4.200 -3.927 0.1196
H 2.733 -4.061 4.805 0.1174
H 1.811 -0.526 -5.269 0.1176
H 0.992 0.560 -3.209 0.0953
```

Formula: ClHNO3P
Source: the OMol25 dataset
Level of theory: the ωB97M-V functional and the def2-TZVPD basis

Its spin multiplicity is 3. The HOMO energy (alpha / beta) comes out at -7.56 / -11.63 eV. The energy relative to the best compared isomer or geometry (same formula, charge and spin) comes out at 281.4 kJ/mol.

```
7
Properties=species:S:1:pos:R:3:lowdin_charge:R:1
Cl -2.837 1.186 0.590 0.2237
P -0.992 0.753 1.273 0.4116
O -0.141 -1.092 -0.209 -0.0823
O 1.895 -1.644 -0.780 0.0684
O -0.035 1.442 0.400 -0.5149
N 0.994 -0.874 -0.539 -0.3088
H 1.116 0.228 -0.734 0.2023
```

Formula: C5H10LuOP
Source: the OMol25 dataset
Level of theory: the ωB97M-V functional and the def2-TZVPD basis

The HOMO energy (alpha / beta) comes out at -6.36 / -6.35 eV. The energy relative to the best compared isomer or geometry (same formula, charge and spin) comes out at 217.0 kJ/mol.

```
18
Properties=species:S:1:pos:R:3:lowdin_charge:R:1
Lu -0.790 -1.541 2.440 0.9150
P -0.470 -3.082 0.500 0.4987
O 0.285 0.264 2.076 -0.3314
C 0.811 0.506 -0.804 -0.2698
C 1.002 1.927 -0.717 -0.2102
C -0.210 2.565 -1.106 -0.1774
C -0.543 0.284 -1.320 -0.2204
C -1.142 1.552 -1.491 -0.1889
H -0.943 -4.446 0.360 -0.1230
H 0.403 0.553 1.120 0.0181
H -2.124 1.764 -1.911 0.0698
H -0.383 3.641 -1.080 0.0698
H 0.754 -3.191 -0.276 -0.0899
H -0.999 -0.701 -1.458 0.0285
H 1.925 2.414 -0.409 0.0692
H 0.639 0.960 2.683 0.1058
H 0.230 -3.184 2.081 -0.2252
H 1.556 -0.284 -0.688 0.0615
```

Formula: C4H13NO3
Source: the OMol25 dataset
Level of theory: the ωB97M-V functional and the def2-TZVPD basis

The HOMO energy comes out at -8.20 eV. The energy relative to the best compared isomer or geometry (same formula, charge and spin) comes out at 722.7 kJ/mol.

```
21
Properties=species:S:1:pos:R:3:lowdin_charge:R:1
O -2.358 -1.337 -0.938 -0.1698
O -1.054 1.690 0.206 -0.0384
O -3.399 0.596 0.132 -0.2751
N 0.784 -0.084 0.912 0.1372
C 2.025 1.659 -0.189 -0.0264
C 2.328 -0.702 -0.843 0.2512
C 1.712 0.197 -0.024 -0.3575
C 0.310 -1.409 1.068 -0.0685
H -2.872 -1.453 -1.731 -0.0073
H -0.643 0.946 0.509 -0.0935
H 1.191 2.132 -0.598 0.0526
H 2.199 2.118 0.801 0.1067
H -4.048 0.384 0.797 -0.0207
H 1.109 -2.021 1.417 0.1065
H -0.513 -1.420 1.759 0.1017
H 3.055 -0.417 -1.580 0.0955
H -0.030 -1.821 0.133 0.0898
H -2.840 -0.488 -0.470 -0.0550
H 2.865 1.854 -0.871 0.0889
H 2.174 -1.762 -0.708 0.0898
H -1.996 1.338 0.218 -0.0078
```

Formula: C6H7NO2
Source: the OMol25 dataset
Level of theory: the ωB97M-V functional and the def2-TZVPD basis

Its structure (SMILES) is COn1cccc1C=O. The HOMO energy comes out at -9.08 eV. The energy relative to the best compared isomer or geometry (same formula, charge and spin) comes out at 342.2 kJ/mol.

```
16
Properties=species:S:1:pos:R:3:lowdin_charge:R:1
O -0.879 1.403 -2.740 0.0744
O -0.948 -1.193 0.585 -0.1005
N -0.337 -0.012 0.564 -0.1098
C -0.996 0.826 -1.707 -0.2552
C -0.288 -2.381 -0.019 -0.0064
C 1.091 1.553 1.206 -0.0596
C 0.510 0.386 1.559 -0.0654
C -0.088 0.822 -0.600 -0.1550
C 0.764 1.811 -0.191 0.0138
H 1.910 1.998 1.642 0.0715
H 0.588 -2.655 0.473 0.0588
H -1.058 -3.206 -0.092 0.1174
H -1.913 0.326 -1.468 0.1168
H 0.104 -2.303 -0.992 0.0631
H 0.396 0.054 2.587 0.1343
H 1.143 2.571 -0.808 0.1019
```

Formula: C27H28F6N3O4
Source: the OMol25 dataset
Level of theory: the ωB97M-V functional and the def2-TZVPD basis

Its total charge is -1. The HOMO energy comes out at -4.03 eV.

```
68
Properties=species:S:1:pos:R:3:lowdin_charge:R:1
F -1.039 2.935 5.290 -0.0152
F -1.231 -6.356 -0.094 0.0888
F -3.464 5.244 3.800 -0.0611
F -3.251 2.087 4.132 -0.0436
F -2.709 -6.339 -1.696 0.0917
F -1.494 -8.107 -1.363 0.0841
O -0.452 -1.708 0.104 -0.2894
O -0.055 -4.946 -2.261 -0.2035
O 0.803 -7.058 -2.515 -0.1244
O 4.795 1.405 2.501 -0.1476
N -5.529 2.620 -2.316 -0.0303
N 3.157 1.955 -0.790 0.0889
N 1.656 4.495 0.777 0.0387
C 1.801 -6.954 -1.506 -0.2858
C -0.388 -6.224 -2.424 -0.5064
C 3.146 4.323 0.680 -0.0327
C -1.480 4.680 0.931 -0.1522
C 0.927 3.355 0.124 -0.1140
C 6.185 1.618 0.286 -0.1892
C -1.707 -0.312 -2.019 -0.1002
C -3.316 2.219 -0.608 -0.1284
C 0.716 0.937 -1.313 0.0538
C -2.264 4.387 3.570 -0.0635
C 1.672 2.125 -0.635 -0.1206
C -1.446 -6.743 -1.374 -0.5220
C -4.057 2.603 -2.018 -0.0663
C -1.745 -2.665 -0.239 -0.0055
C 5.523 3.065 -0.102 -0.1706
C -4.297 1.804 0.660 0.0227
C -5.944 1.863 0.373 -0.0427
C -1.664 2.227 -0.556 -0.0468
C 3.862 3.079 -0.086 -0.1583
C 5.296 0.688 1.300 -0.2621
C -0.923 0.937 -1.303 -0.0881
C -0.741 3.394 0.157 -0.0311
C -0.846 -1.749 -1.408 -0.1538
C -6.404 2.276 -1.143 -0.1281
C -2.171 3.109 4.342 -0.0189
C 1.462 -7.711 -0.237 -0.0973
C -1.060 4.782 2.531 -0.1454
H 2.079 -5.917 -1.293 0.1047
H 6.371 1.015 -0.708 0.1186
H -0.676 5.873 2.823 0.1245
H -1.156 5.671 0.387 0.1168
H 3.783 1.262 2.448 0.1155
H -1.519 -0.413 -3.170 0.1138
H -2.342 -2.044 0.572 0.1059
H 2.697 -7.419 -1.936 0.1022
H 1.250 0.037 -1.870 0.1139
H 2.365 -7.884 0.357 0.0632
H -7.582 2.300 -1.339 0.0984
H 0.994 -8.674 -0.462 0.0729
H -2.821 -0.458 -1.690 0.1078
H -0.137 4.066 2.775 0.1264
H -3.331 2.900 -2.919 0.1184
H 6.020 -0.168 1.701 0.1232
H -1.113 -3.559 0.237 0.1191
H -6.749 1.590 1.204 0.0878
H 4.430 0.099 0.726 0.1282
H 5.959 3.982 0.513 0.1138
H 3.830 5.160 1.169 0.1130
H 7.236 1.830 0.799 0.1185
H -3.846 1.511 1.704 0.0852
H 5.829 3.281 -1.234 0.1183
H 0.775 -7.141 0.393 0.0567
H -0.132 -2.385 -2.220 0.1655
H -0.883 -6.485 -3.371 0.1284
H -2.659 4.629 0.853 0.1154
```

Formula: CH6P2
Source: the OMol25 dataset
Level of theory: the ωB97M-V functional and the def2-TZVPD basis

Its spin multiplicity is 3. The HOMO energy (alpha / beta) comes out at -7.04 / -9.28 eV. The energy relative to the best compared isomer or geometry (same formula, charge and spin) comes out at 29.3 kJ/mol.

```
9
Properties=species:S:1:pos:R:3:lowdin_charge:R:1
P -0.244 0.848 0.533 0.4078
P -1.548 -0.224 -0.843 0.4260
C 1.273 -0.121 0.207 -0.5107
H -2.513 0.797 -0.968 -0.1764
H 2.187 0.090 0.652 -0.0109
H -1.116 -0.029 2.579 -0.0237
H 1.372 -0.296 -0.889 0.0105
H -0.573 0.065 -1.885 -0.1451
H 1.162 -1.130 0.614 0.0225
```

Formula: C26H29IrNOP2
Source: the OMol25 dataset
Level of theory: the ωB97M-V functional and the def2-TZVPD basis

Its spin multiplicity is 5. Its total charge is +1. The HOMO energy (alpha / beta) comes out at -8.66 / -11.46 eV.

```
60
Properties=species:S:1:pos:R:3:lowdin_charge:R:1
Ir 0.163 0.432 0.738 0.9061
P 1.933 0.107 -0.690 0.7142
P -1.556 1.322 -0.496 0.7459
O -1.244 0.814 3.427 0.1312
N -0.629 -1.669 -0.602 0.0356
C -2.228 -2.976 0.666 -0.1428
C 2.225 -4.684 -0.228 -0.0484
C -4.565 -2.285 0.616 -0.0484
C -1.928 -1.941 -0.274 -0.2096
C 1.773 -1.275 -1.923 -0.2581
C -4.245 -1.227 -0.256 -0.0385
C -3.579 -3.128 1.097 0.0054
C -1.133 -3.723 1.140 0.0361
C 2.358 2.577 1.387 -0.1554
C 2.075 4.986 1.221 -0.0695
C -2.943 -1.038 -0.701 -0.2200
C 0.155 3.507 1.160 -0.1622
C -1.107 2.600 -1.711 -0.2181
C 1.052 -4.783 0.499 0.0062
C -2.505 0.127 -1.557 -0.2545
C -2.941 1.972 0.514 -0.2198
C 0.695 4.797 1.143 -0.0701
C 0.999 2.397 1.158 -0.3196
C 0.038 -3.789 0.373 -0.1525
C 3.364 -0.498 0.268 -0.2191
C 0.264 -2.702 -0.536 -0.2232
C 2.462 -3.577 -1.065 -0.0362
C -0.706 0.693 2.410 -0.3491
C 2.904 3.868 1.354 -0.0717
C 1.517 -2.569 -1.198 -0.2234
C 2.489 1.467 -1.753 -0.2162
H 0.936 -0.996 -2.582 0.0948
H 3.362 1.127 -2.328 0.0641
H -5.023 -0.531 -0.579 0.1208
H 0.025 5.654 1.065 0.1128
H -1.813 -0.188 -2.350 0.0934
H 2.701 -1.306 -2.501 0.0978
H -0.464 2.171 -2.488 0.0405
H -3.361 0.655 -1.992 0.1006
H 2.501 5.987 1.185 0.1112
H 2.990 -5.457 -0.156 0.1161
H 0.874 -5.614 1.184 0.1232
H 0.221 -1.122 1.457 0.0585
H 3.412 -3.491 -1.596 0.1203
H -3.369 1.158 1.109 0.0546
H 2.994 1.728 1.613 0.0669
H -5.604 -2.414 0.920 0.1163
H 2.770 2.333 -1.145 0.0413
H -3.719 2.379 -0.145 0.0657
H 4.156 -0.812 -0.424 0.0666
H 1.690 1.759 -2.443 0.0386
H 3.029 -1.356 0.862 0.0539
H -0.927 3.385 1.168 0.0534
H -1.257 -4.364 2.004 0.1292
H -3.808 -3.927 1.806 0.1231
H 3.755 0.271 0.939 0.0280
H -2.017 2.995 -2.184 0.0660
H -0.575 3.425 -1.228 0.0385
H 3.984 3.991 1.446 0.1124
H -2.621 2.759 1.204 0.0374
```